A 9-piece molecular cluster, C46H89N2O26PS overall at a distorted geometry, computed with ωB97M-V/def2-TZVPD.

- SMILES: CCP(C)[C@@](C#N)(CCCS)[C@](O)(C#N)CCCCO.CCOC(=O)OC.CCOC(=O)OC.CCOC(=O)OC.CCOC(=O)OC.CCOC(=O)OC.CCOC(=O)OC.CCOC(=O)OC.CCOC(=O)OC

The geometry in ORCA input format:
```
! RIJCOSX wB97M-V def2-TZVPD def2/J DEFGRID3
* xyz 0 1
C 3.751 0.584 -4.197
C 2.851 1.835 -3.660
P 3.833 3.197 -2.789
C 5.358 3.465 -3.934
C 4.594 2.648 -1.141
C 5.634 1.402 -1.280
N 6.363 0.460 -1.519
C 5.545 3.901 -0.645
C 5.023 5.344 -1.137
C 5.770 6.444 -0.177
S 7.632 6.441 -0.485
C 3.547 2.391 0.060
O 3.066 3.634 0.680
C 4.380 1.645 1.249
N 5.056 1.202 2.158
C 2.232 1.557 -0.326
C 2.483 0.031 -0.766
C 2.528 -1.016 0.495
C 4.047 -1.628 0.585
O 4.068 -3.089 0.583
H 3.024 -0.240 -4.581
H 4.333 0.938 -5.117
H 4.384 0.088 -3.385
H 2.417 2.321 -4.625
H 1.948 1.434 -3.085
H 5.828 2.427 -4.174
H 6.192 4.062 -3.414
H 5.053 3.900 -4.960
H 5.657 3.949 0.493
H 6.575 3.722 -1.137
H 5.315 5.630 -2.205
H 3.892 5.437 -0.970
H 5.416 7.477 -0.564
H 5.507 6.318 0.930
H 8.209 5.302 0.074
H 3.639 3.853 1.452
H 1.633 2.188 -1.072
H 1.583 1.512 0.638
H 3.367 -0.129 -1.482
H 1.539 -0.289 -1.369
H 1.846 -1.930 0.328
H 2.357 -0.486 1.499
H 4.532 -1.281 1.564
H 4.724 -1.280 -0.271
H 4.476 -3.428 1.413
C -1.934 -3.419 -4.259
C -2.139 -4.628 -3.366
O -0.880 -5.185 -2.965
C -0.243 -4.531 -1.978
O -0.638 -3.539 -1.409
O 0.927 -5.154 -1.753
C 1.752 -4.501 -0.787
H -1.288 -3.671 -5.104
H -2.891 -3.054 -4.638
H -1.447 -2.604 -3.718
H -2.664 -5.406 -3.926
H -2.753 -4.388 -2.492
H 1.210 -4.326 0.145
H 2.129 -3.562 -1.196
H 2.601 -5.151 -0.574
C -2.764 4.081 -6.702
C -3.272 3.354 -5.471
O -2.197 3.055 -4.571
C -1.768 4.084 -3.820
O -2.208 5.210 -3.835
O -0.741 3.650 -3.066
C -0.125 4.672 -2.285
H -1.955 3.517 -7.175
H -3.569 4.223 -7.426
H -2.358 5.062 -6.443
H -3.708 2.398 -5.768
H -4.057 3.922 -4.962
H -0.859 5.210 -1.681
H 0.416 5.362 -2.937
H 0.592 4.198 -1.613
C -1.917 -8.017 -2.464
C -3.413 -8.058 -2.216
O -4.008 -9.195 -2.857
C -3.843 -10.368 -2.223
O -3.257 -10.539 -1.179
O -4.421 -11.329 -2.967
C -4.237 -12.646 -2.453
H -1.703 -8.064 -3.535
H -1.484 -7.104 -2.056
H -1.415 -8.871 -2.002
H -3.876 -7.171 -2.654
H -3.645 -8.049 -1.147
H -4.548 -12.713 -1.408
H -3.191 -12.945 -2.563
H -4.855 -13.326 -3.041
C 3.434 10.184 6.095
C 2.960 9.062 5.190
O 3.712 9.036 3.970
C 4.935 8.487 4.056
O 5.438 8.018 5.052
O 5.518 8.574 2.847
C 6.868 8.111 2.821
H 3.420 11.139 5.564
H 2.800 10.260 6.981
H 4.462 10.019 6.423
H 1.918 9.235 4.914
H 3.003 8.092 5.693
H 6.950 7.100 3.228
H 7.509 8.801 3.374
H 7.198 8.090 1.781
C 4.311 9.338 13.162
C 5.625 10.059 12.925
O 6.315 9.511 11.795
C 5.855 9.898 10.593
O 4.935 10.657 10.392
O 6.578 9.270 9.648
C 6.129 9.520 8.317
H 4.474 8.260 13.242
H 3.834 9.695 14.077
H 3.618 9.494 12.331
H 6.277 9.918 13.790
H 5.478 11.137 12.805
H 6.058 10.591 8.115
H 5.165 9.032 8.153
H 6.857 9.088 7.629
C -6.830 -2.376 0.943
C -6.840 -3.072 -0.405
O -6.025 -4.251 -0.380
C -6.579 -5.325 0.209
O -7.683 -5.378 0.700
O -5.679 -6.324 0.185
C -6.106 -7.502 0.868
H -5.804 -2.179 1.266
H -7.374 -1.430 0.892
H -7.292 -2.997 1.713
H -6.410 -2.409 -1.159
H -7.858 -3.311 -0.729
H -7.081 -7.839 0.510
H -6.133 -7.317 1.945
H -5.377 -8.290 0.670
C -10.860 -6.254 4.489
C -10.231 -5.041 3.829
O -10.199 -3.926 4.731
C -9.228 -3.960 5.659
O -8.394 -4.827 5.788
O -9.360 -2.873 6.442
C -8.444 -2.833 7.534
H -11.844 -6.004 4.894
H -10.968 -7.070 3.771
H -10.253 -6.610 5.325
H -10.839 -4.737 2.975
H -9.229 -5.261 3.450
H -7.413 -2.953 7.193
H -8.701 -3.606 8.262
H -8.537 -1.858 8.015
C -0.691 -4.233 -10.801
C -1.676 -5.356 -10.530
O -1.085 -6.369 -9.706
C -1.012 -6.080 -8.396
O -1.402 -5.062 -7.868
O -0.402 -7.108 -7.776
C -0.172 -6.888 -6.387
H 0.240 -4.631 -11.214
H -1.113 -3.512 -11.504
H -0.431 -3.704 -9.881
H -1.947 -5.836 -11.473
H -2.601 -4.982 -10.081
H -1.092 -6.603 -5.871
H 0.596 -6.122 -6.254
H 0.191 -7.820 -5.952
*
```


A 10-piece molecular cluster, C46H92F12N4O10 overall at a distorted geometry, computed with ωB97M-V/def2-TZVPD.

- SMILES: CCOC(=O)C(F)(F)F.CCOC(=O)C(F)(F)F.CCOC(=O)C(F)(F)F.CCOC(=O)C(F)(F)F.CCN(CC)CC.CCN(CC)CC.CCN(CC)CC.CCN(CC)CC.CC(C)=O.CC(C)=O

The geometry in ORCA input format:
```
! RIJCOSX wB97M-V def2-TZVPD def2/J DEFGRID3
* xyz 0 1
C 14.289 -10.947 -0.252
C 13.408 -9.783 0.224
O 12.453 -9.602 -0.832
C 11.610 -8.544 -0.927
O 11.444 -7.751 -0.018
C 10.799 -8.384 -2.262
F 11.067 -7.171 -2.793
F 11.090 -9.327 -3.164
F 9.484 -8.467 -1.935
H 14.511 -10.946 -1.319
H 13.830 -11.919 -0.069
H 15.251 -10.829 0.246
H 13.996 -8.869 0.310
H 12.955 -10.013 1.188
C 9.196 -16.948 -6.025
C 8.391 -15.758 -5.434
O 7.778 -15.026 -6.529
C 6.867 -14.068 -6.207
O 6.377 -13.949 -5.126
C 6.493 -13.116 -7.338
F 5.176 -12.971 -7.370
F 7.020 -11.899 -7.146
F 6.892 -13.616 -8.551
H 9.477 -17.610 -5.206
H 10.075 -16.516 -6.502
H 8.761 -17.540 -6.830
H 9.093 -15.150 -4.864
H 7.598 -16.110 -4.774
C 1.791 -13.778 11.028
C 2.902 -13.080 10.233
O 2.586 -11.690 10.266
C 3.069 -10.801 11.137
O 3.838 -11.028 12.036
C 2.527 -9.407 10.813
F 1.592 -9.218 11.751
F 3.537 -8.580 10.841
F 1.932 -9.363 9.565
H 1.950 -14.855 10.997
H 0.774 -13.483 10.768
H 1.928 -13.462 12.062
H 2.826 -13.486 9.225
H 3.881 -13.256 10.678
C 9.520 -19.976 5.480
C 10.076 -19.361 4.204
O 10.962 -20.203 3.526
C 11.431 -19.936 2.290
O 11.168 -18.931 1.696
C 12.312 -21.035 1.624
F 11.632 -21.660 0.660
F 13.365 -20.472 1.061
F 12.773 -21.909 2.525
H 8.941 -20.879 5.285
H 8.893 -19.289 6.049
H 10.308 -20.260 6.177
H 10.507 -18.381 4.407
H 9.262 -19.050 3.549
C 4.318 -21.880 -0.338
C 5.415 -22.809 -0.764
N 4.910 -23.942 -1.571
C 3.926 -23.554 -2.565
C 4.424 -22.569 -3.642
C 6.004 -24.807 -2.033
C 5.566 -26.193 -2.584
H 3.457 -22.452 0.007
H 4.022 -21.204 -1.141
H 4.668 -21.297 0.514
H 6.093 -22.213 -1.375
H 5.965 -23.224 0.080
H 3.586 -24.479 -3.030
H 2.997 -23.261 -2.076
H 4.743 -21.633 -3.184
H 5.235 -23.052 -4.188
H 3.596 -22.377 -4.324
H 6.717 -24.945 -1.220
H 6.552 -24.222 -2.771
H 4.794 -26.260 -3.350
H 5.153 -26.803 -1.780
H 6.433 -26.703 -3.005
C 3.512 -3.334 0.512
C 3.462 -1.880 1.003
N 3.809 -0.943 -0.071
C 3.347 0.415 0.198
C 3.469 1.394 -0.986
C 5.204 -1.053 -0.515
C 6.206 -0.727 0.567
H 2.988 -3.483 -0.432
H 3.081 -4.044 1.218
H 4.555 -3.621 0.378
H 2.438 -1.680 1.319
H 4.151 -1.758 1.839
H 2.313 0.388 0.540
H 4.038 0.698 0.992
H 2.687 1.125 -1.697
H 3.272 2.384 -0.575
H 4.452 1.457 -1.452
H 5.342 -0.433 -1.400
H 5.387 -2.054 -0.906
H 6.209 0.344 0.771
H 7.182 -1.120 0.281
H 6.049 -1.170 1.550
C 15.566 -15.767 7.304
C 15.601 -14.536 6.273
N 15.829 -13.211 6.949
C 17.190 -13.125 7.511
C 18.265 -13.301 6.444
C 14.837 -12.948 7.999
C 13.436 -12.813 7.479
H 15.522 -16.686 6.719
H 14.697 -15.688 7.958
H 16.496 -15.902 7.856
H 16.341 -14.611 5.476
H 14.649 -14.519 5.743
H 17.346 -12.158 7.991
H 17.440 -13.778 8.347
H 19.212 -13.119 6.952
H 18.450 -14.333 6.148
H 18.184 -12.673 5.557
H 15.123 -12.056 8.556
H 14.908 -13.755 8.728
H 13.035 -13.687 6.966
H 13.349 -12.037 6.719
H 12.727 -12.393 8.192
C 11.777 -0.128 8.216
C 11.718 -1.576 8.646
N 11.084 -2.536 7.718
C 11.616 -2.685 6.387
C 13.143 -2.692 6.326
C 9.629 -2.286 7.676
C 8.837 -3.387 6.945
H 10.865 0.363 7.877
H 12.474 -0.002 7.387
H 12.135 0.509 9.025
H 12.756 -1.830 8.865
H 11.152 -1.668 9.573
H 11.267 -1.921 5.692
H 11.280 -3.662 6.039
H 13.587 -2.847 5.342
H 13.587 -3.510 6.891
H 13.580 -1.734 6.607
H 9.173 -2.146 8.656
H 9.474 -1.334 7.169
H 7.813 -3.046 7.098
H 9.044 -3.564 5.890
H 8.986 -4.322 7.485
C -0.138 -12.072 4.181
C -0.175 -13.598 4.143
C 0.495 -14.363 2.963
O -0.678 -14.161 5.086
H -0.605 -11.662 5.076
H -0.723 -11.745 3.321
H 0.896 -11.753 4.052
H 0.930 -15.233 3.454
H 1.322 -13.807 2.522
H -0.280 -14.633 2.246
C 7.486 -12.946 1.499
C 6.927 -12.712 2.915
C 6.856 -11.297 3.331
O 6.378 -13.604 3.576
H 7.248 -12.084 0.876
H 7.061 -13.863 1.093
H 8.556 -13.152 1.461
H 6.413 -11.040 4.293
H 6.140 -10.905 2.608
H 7.768 -10.728 3.151
*
```


A 9-piece molecular cluster, C46H92IO14PS overall at a distorted geometry, computed with ωB97M-V/def2-TZVPD.

- Energy relative to the best compared isomer or geometry (same formula, charge and spin): 0.00 kJ/mol
- SMILES: CCCC1=C(P(CC)CC)C(=O)c2c(c(CC(=O)I)cc(CCO)c2S(C)(=O)=O)C1=O.CC(C)O.CC(C)O.CC(C)O.CC(C)O.CC(C)O.CC(C)O.CC(C)O.CC(C)O

The geometry in ORCA input format:
```
! RIJCOSX wB97M-V def2-TZVPD def2/J DEFGRID3
* xyz 0 1
C 0.933 -2.315 0.845
C 0.107 -3.387 1.591
C -0.661 -2.870 2.866
C -0.287 -1.470 3.261
C -1.052 -0.395 3.042
P -2.726 -0.377 2.267
C -2.785 -1.387 0.705
C -3.915 -2.450 0.625
C -4.062 -0.828 3.464
C -3.987 -2.234 4.096
C -0.514 0.963 3.461
O -1.241 1.799 3.937
C 1.000 1.133 3.268
C 1.764 0.010 3.522
C 3.138 0.029 3.422
C 4.024 -1.157 3.730
C 4.367 -1.255 5.251
O 5.266 -1.976 5.582
I 3.291 -0.120 6.734
C 3.725 1.204 3.014
C 2.998 2.330 2.715
C 3.734 3.578 2.230
C 5.189 3.356 1.799
O 5.237 2.564 0.616
C 1.611 2.320 2.863
S 0.590 3.763 2.527
C -0.713 3.264 1.380
O 0.044 4.251 3.766
O 1.304 4.845 1.884
C 1.059 -1.274 3.910
O 1.531 -2.069 4.698
H 1.101 -2.694 -0.172
H 0.398 -1.370 0.712
H 1.912 -2.180 1.319
H -0.665 -3.722 0.883
H 0.706 -4.272 1.816
H -0.354 -3.522 3.698
H -1.728 -3.015 2.709
H -2.969 -0.672 -0.103
H -1.839 -1.877 0.457
H -4.784 -2.235 1.250
H -3.532 -3.466 0.780
H -4.282 -2.442 -0.410
H -4.999 -0.769 2.897
H -4.079 -0.069 4.250
H -3.159 -2.305 4.811
H -3.891 -3.032 3.353
H -4.905 -2.468 4.657
H 4.995 -0.964 3.262
H 3.587 -2.102 3.406
H 4.808 1.179 2.932
H 3.200 3.926 1.339
H 3.612 4.385 2.963
H 5.769 2.921 2.623
H 5.605 4.329 1.524
H 5.256 1.634 0.858
H -1.673 3.165 1.885
H -0.383 2.298 0.984
H -0.756 3.984 0.570
C -5.055 3.403 0.086
C -3.952 4.320 -0.413
C -4.433 5.194 -1.562
O -2.835 3.538 -0.839
H -5.389 2.729 -0.710
H -4.695 2.776 0.903
H -5.912 3.977 0.438
H -3.602 4.951 0.405
H -4.745 4.579 -2.410
H -3.628 5.841 -1.914
H -5.274 5.819 -1.258
H -3.123 2.972 -1.564
C 1.231 3.678 -3.437
C 0.994 2.556 -2.438
C 0.311 1.365 -3.095
O 0.190 3.031 -1.357
H 0.281 4.038 -3.845
H 1.712 4.527 -2.954
H 1.858 3.348 -4.260
H 1.948 2.242 -2.008
H -0.667 1.652 -3.491
H 0.141 0.570 -2.365
H 0.913 0.964 -3.913
H -0.660 3.314 -1.716
C -6.569 -2.508 -4.308
C -5.126 -2.152 -3.986
C -4.174 -2.711 -5.033
O -4.779 -2.663 -2.698
H -6.706 -3.593 -4.318
H -7.240 -2.108 -3.546
H -6.869 -2.111 -5.279
H -5.018 -1.068 -3.935
H -4.235 -3.802 -5.066
H -3.142 -2.455 -4.786
H -4.402 -2.320 -6.025
H -4.869 -3.622 -2.727
C 5.229 -5.784 7.941
C 4.087 -4.814 8.207
C 2.980 -4.967 7.173
O 4.576 -3.478 8.188
H 5.676 -5.593 6.962
H 6.018 -5.658 8.684
H 4.884 -6.820 7.970
H 3.682 -4.989 9.206
H 3.358 -4.750 6.169
H 2.172 -4.261 7.369
H 2.569 -5.979 7.178
H 4.937 -3.303 7.310
C 5.119 6.497 -5.002
C 4.481 5.175 -4.603
C 5.266 3.996 -5.155
O 3.139 5.124 -5.087
H 5.137 6.604 -6.090
H 4.540 7.334 -4.608
H 6.141 6.573 -4.628
H 4.430 5.106 -3.515
H 5.287 4.025 -6.249
H 4.793 3.054 -4.869
H 6.294 3.996 -4.787
H 3.170 5.185 -6.049
C -9.191 0.495 2.635
C -8.125 1.466 2.151
C -8.655 2.350 1.033
O -6.984 0.737 1.694
H -9.507 -0.167 1.824
H -8.798 -0.139 3.431
H -10.068 1.025 3.012
H -7.789 2.086 2.983
H -8.954 1.745 0.172
H -7.882 3.035 0.688
H -9.515 2.933 1.364
H -7.264 0.183 0.958
C 0.706 -8.060 0.558
C 1.920 -7.149 0.460
C 3.208 -7.952 0.372
O 1.967 -6.286 1.596
H 0.759 -8.678 1.459
H -0.210 -7.470 0.628
H 0.632 -8.717 -0.310
H 1.827 -6.508 -0.419
H 3.341 -8.567 1.267
H 4.070 -7.287 0.310
H 3.209 -8.606 -0.501
H 2.049 -6.836 2.383
C 5.093 2.315 -10.642
C 4.754 2.769 -9.231
C 3.751 1.836 -8.572
O 4.220 4.094 -9.267
H 4.199 2.312 -11.272
H 5.806 3.000 -11.103
H 5.523 1.312 -10.643
H 5.665 2.810 -8.631
H 2.812 1.815 -9.132
H 3.513 2.182 -7.565
H 4.140 0.818 -8.510
H 3.414 4.072 -9.794
*
```


no.,energy (Ha),Kohn-Sham gap (hartree),HOMO (eV)
1,-4611.34301,0.330,-8.804
2,-3977.60606,0.295,-7.944
3,-3898.41133,0.247,-7.442